Record 1
ORCA calculation (ωB97M-V with the def2-TZVPD basis set) on a structure of composition C4H12N2 at a distorted geometry.

**LUMO energy**: 1.04 eV
**Energy above the lowest of the compared OMol25 structures with the same formula, charge and spin**: 330.7 kJ/mol

Positions of all 18 atoms, in Å:
N: 1.93 -0.63 -1.28
N: -2.66 0.86 -0.04
C: 1.50 -1.03 0.28
C: -0.21 0.88 -0.02
C: 0.90 0.29 0.82
C: -1.49 0.04 -0.14
H: -0.52 1.85 0.39
H: -1.50 -0.66 -0.97
H: 0.82 0.23 1.90
H: 0.27 0.98 -0.99
H: -1.54 -0.52 0.80
H: 2.74 -1.24 -1.29
H: -3.53 0.50 0.28
H: 1.76 0.95 0.74
H: 2.48 -1.25 0.68
H: 0.77 -1.80 0.54
H: 1.03 -1.13 -1.06
H: -2.77 1.69 -0.61

Record 2
ORCA calculation (ωB97M-V with the def2-TZVPD basis set) on a cluster of 6 separate species, C22H53ClO8Si in total at a distorted geometry.

**LUMO energy**: 0.51 eV
**Energy above the lowest of the compared OMol25 structures with the same formula, charge and spin**: 187.4 kJ/mol
**Structure (SMILES)**: C=CC(=O)O[C@H](CCCCl)CCO[Si](C)(C)C.CCO.CCO.CCO.CCO.CCO

Positions of all 85 atoms, in Å:
Cl: 0.47 2.30 0.99
Si: -4.01 -1.56 -1.13
O: 5.91 1.68 -3.39
O: -2.50 -2.08 -1.80
O: 0.93 -2.33 0.24
O: 1.46 2.36 5.37
O: -8.01 -2.13 -1.74
O: 5.15 -1.65 0.75
O: 1.23 -2.80 -2.06
O: 0.63 4.95 4.56
C: 7.30 3.29 -2.25
C: 1.26 1.00 -1.39
C: 6.31 -1.92 -0.02
C: -3.83 -0.33 0.32
C: 7.23 2.21 -3.31
C: 0.80 -3.03 -0.76
C: 1.78 1.32 0.11
C: -9.43 -2.25 -1.85
C: 0.11 2.14 7.36
C: -9.87 -3.62 -1.37
C: 6.25 -1.16 -1.33
C: -0.04 -4.37 -0.55
C: -1.51 -1.03 -1.74
C: 0.87 5.76 2.30
C: 1.18 5.99 3.77
C: 1.94 -0.34 -1.86
C: -5.00 -3.06 -0.42
C: 0.04 -5.06 0.66
C: -0.45 -1.05 -2.90
C: -5.18 -0.77 -2.46
C: 1.04 -1.45 -2.56
C: 0.85 1.42 6.25
H: 0.88 -4.80 1.36
H: 5.31 2.40 -3.61
H: -9.88 -1.47 -1.24
H: -9.57 -3.78 -0.33
H: 0.14 1.04 -1.32
H: -4.81 -0.22 0.90
H: -3.61 0.71 -0.11
H: 2.48 -0.79 -0.96
H: 7.02 2.88 -1.27
H: -4.58 -4.06 -0.76
H: 2.76 1.88 0.08
H: 6.38 -3.00 -0.19
H: 0.80 2.77 7.94
H: 1.64 1.85 -2.05
H: 2.81 -0.04 -2.55
H: 1.28 6.56 1.68
H: -10.96 -3.73 -1.44
H: 7.15 -1.35 -1.93
H: -0.82 -1.79 -3.69
H: 7.50 2.62 -4.30
H: 1.28 4.80 1.97
H: -6.00 -0.14 -1.98
H: -5.71 -1.60 -3.04
H: -7.62 -2.82 -2.28
H: -9.40 -4.41 -1.96
H: 1.03 4.11 4.26
H: -4.62 -0.12 -3.20
H: -0.65 2.80 6.95
H: 6.60 4.10 -2.47
H: -0.69 -4.68 -1.43
H: 7.91 1.39 -3.08
H: 8.31 3.70 -2.18
H: -0.44 -0.04 -3.44
H: -1.03 -1.00 -0.70
H: -0.21 5.71 2.14
H: -2.09 -0.04 -1.83
H: -6.11 -2.99 -0.68
H: 0.74 6.93 4.11
H: 6.18 -0.09 -1.15
H: 1.90 0.38 0.73
H: -0.76 -5.84 0.86
H: 2.07 2.89 5.89
H: 2.26 6.03 3.94
H: 1.63 0.77 6.66
H: 5.37 -1.45 -1.91
H: -4.93 -3.01 0.72
H: -3.00 -0.57 1.05
H: -0.36 1.43 8.04
H: 1.51 -1.54 -3.60
H: 7.18 -1.61 0.56
H: 4.38 -1.94 0.24
H: 0.16 0.81 5.67
H: -9.71 -2.09 -2.89

Record 3
ORCA calculation (ωB97M-V with the def2-TZVPD basis set) on a structure of composition C38H53CaN4O4P.

**LUMO energy**: 0.00 eV

Positions of all 101 atoms, in Å:
Ca: -1.91 0.67 -1.21
P: -0.52 1.45 2.32
O: -3.51 -0.56 -1.98
O: -0.23 3.10 -4.00
O: -0.71 2.19 -2.02
O: -5.06 -2.07 -1.43
N: -0.45 -1.17 -3.02
N: -1.78 -2.12 -0.32
N: 1.05 -0.91 0.30
N: 1.85 0.90 -2.16
C: -2.63 -4.47 -0.67
C: 4.34 0.24 -2.15
C: -3.07 2.03 3.35
C: 2.78 -0.75 2.08
C: 1.57 3.31 2.06
C: 3.28 -1.95 -0.06
C: 0.39 1.39 6.85
C: 2.23 4.37 1.46
C: 0.26 2.98 1.68
C: -1.80 -3.19 -2.64
C: -2.30 1.71 2.23
C: 3.17 0.92 -1.45
C: 2.57 -0.76 0.56
C: 0.43 -0.35 -3.87
C: 0.66 -3.35 -3.26
C: -1.01 -2.24 0.91
C: -0.35 3.73 0.68
C: 3.01 0.61 0.04
C: -1.09 -2.67 -4.92
C: -0.65 -2.58 -3.45
C: -0.01 2.67 4.85
C: -0.11 1.51 4.10
C: 1.80 -0.06 -3.27
C: -3.18 -1.80 0.02
C: 0.32 4.78 0.08
C: -4.43 2.22 3.19
C: 0.49 -2.23 0.71
C: -2.81 1.57 0.93
C: 0.29 0.22 6.11
C: 0.24 2.62 6.21
C: -1.66 -3.37 -1.13
C: 1.61 5.11 0.47
C: -4.19 1.81 0.83
C: -4.99 2.12 1.93
C: 1.55 2.27 -2.61
C: -4.03 -1.47 -1.23
C: 0.04 0.28 4.75
C: 0.08 2.56 -2.95
H: -1.35 -3.71 -5.16
H: -2.61 2.12 4.33
H: -1.94 -4.19 -3.05
H: -0.13 3.64 4.37
H: 2.19 0.04 2.54
H: 3.13 -2.86 0.51
H: -1.29 -1.42 1.58
H: 1.05 -3.23 -2.25
H: 0.57 -0.14 0.84
H: 0.32 3.53 6.78
H: 2.54 -1.69 2.56
H: 4.35 -1.75 -0.09
H: -1.40 -0.81 -3.05
H: -2.72 -2.65 -2.87
H: 3.24 4.61 1.78
H: -6.06 2.26 1.79
H: 0.88 -0.73 -0.71
H: -3.65 -4.24 -0.95
H: 3.97 0.80 0.52
H: -0.09 0.57 -4.16
H: 0.81 -2.95 -0.04
H: -1.24 -3.17 1.46
H: 4.22 -0.82 -2.34
H: 2.13 5.93 -0.01
H: -1.35 3.47 0.36
H: 0.63 -0.86 -4.81
H: -3.68 -2.60 0.58
H: 0.50 -4.41 -3.44
H: 2.96 -2.14 -1.09
H: 1.78 2.94 -1.78
H: -0.31 -2.38 -5.62
H: 2.18 2.54 -3.48
H: -3.15 -0.92 0.67
H: 3.83 -0.54 2.27
H: 2.07 2.75 2.84
H: 0.59 1.35 7.91
H: -2.60 -4.63 0.41
H: -5.05 2.46 4.05
H: -1.97 -2.06 -5.09
H: 5.24 0.36 -1.53
H: -0.65 -3.75 -0.95
H: -0.18 5.34 -0.70
H: -2.35 -5.41 -1.15
H: -0.05 -0.64 4.18
H: 4.55 0.71 -3.11
H: -4.70 1.72 -0.13
H: 1.42 -3.01 -3.96
H: 0.40 -0.74 6.60
H: 0.98 -2.49 1.64
H: 2.19 -1.01 -2.91
H: 2.46 0.26 -4.09
H: 2.32 1.34 0.45
H: 3.47 1.97 -1.43

Record 4
ORCA calculation (ωB97M-V with the def2-TZVPD basis set) on a cluster of 2 separate species, C23H41Cl2NO5S in total at a distorted geometry.

**LUMO energy**: 0.61 eV

Positions of all 73 atoms, in Å:
Cl: 9.34 4.85 -0.92
Cl: 7.79 7.86 -0.51
S: 3.54 -2.21 -0.48
O: 5.92 1.43 0.18
O: 2.68 -2.84 -1.75
O: 5.03 -1.72 -1.09
O: 3.86 -3.35 0.38
O: 6.72 2.07 2.18
N: -8.98 1.36 -0.86
C: 7.14 -0.69 -0.50
C: 6.71 3.82 0.48
C: -6.49 -0.70 0.09
C: -0.73 -4.36 0.88
C: 9.15 7.22 0.45
C: -3.48 -2.94 1.48
C: 0.24 -3.32 -1.24
C: -8.76 2.74 -0.74
C: -4.41 -1.66 1.27
C: 0.64 -4.05 0.12
C: 6.92 0.86 -0.71
C: 6.46 2.38 1.05
C: -9.39 1.01 -2.14
C: -8.08 -0.81 0.01
C: -2.11 -2.41 2.06
C: 1.33 -2.33 -1.80
C: -9.40 2.23 -2.92
C: -9.00 3.37 -2.04
C: -8.76 0.57 0.36
C: 5.89 -1.45 0.05
C: 10.09 6.38 -0.39
C: -0.96 -3.48 2.17
C: -5.82 -2.04 0.65
H: 10.97 6.12 0.19
H: -3.41 -3.42 0.48
H: -0.65 -5.44 1.22
H: -8.46 -1.62 0.70
H: -6.43 -2.51 1.46
H: 1.33 -3.44 0.75
H: -9.70 0.46 0.98
H: 1.20 -1.35 -1.27
H: 1.15 -5.02 -0.16
H: -6.06 -0.55 -0.94
H: -3.88 -1.04 0.49
H: -4.52 -1.04 2.20
H: 7.99 -0.91 0.20
H: 1.07 -2.14 -2.88
H: 9.68 8.07 0.85
H: 6.27 -2.39 0.55
H: -9.61 -0.04 -2.41
H: 7.46 -1.09 -1.50
H: -5.70 -2.79 -0.17
H: 7.89 1.40 -0.53
H: 7.10 4.47 1.31
H: 8.74 6.64 1.28
H: -0.13 -4.05 -2.02
H: -1.82 -1.48 1.50
H: 7.45 3.74 -0.37
H: -6.14 0.13 0.75
H: -8.46 3.30 0.17
H: -9.68 2.24 -3.99
H: 10.42 6.92 -1.28
H: -0.66 -2.68 -0.98
H: -8.04 1.14 1.01
H: 6.55 1.02 -1.76
H: 0.00 -2.90 2.33
H: -8.30 -1.17 -1.03
H: -8.90 4.44 -2.31
H: -1.06 -4.12 3.10
H: -3.99 -3.66 2.17
H: 5.33 -0.89 0.85
H: 5.77 4.24 0.05
H: -2.33 -2.07 3.12
H: -1.54 -4.32 0.12

Record 5
ORCA calculation (ωB97M-V with the def2-TZVPD basis set) on a cluster of 2 separate species, C3H2O2 in total at a distorted geometry.

**LUMO energy**: 0.55 eV
**Energy above the lowest of the compared OMol25 structures with the same formula, charge and spin**: 304.5 kJ/mol

Positions of all 7 atoms, in Å:
O: -0.75 0.61 -0.65
O: -0.33 0.66 -4.20
C: -0.37 -0.78 -0.58
C: -1.69 -0.16 -0.92
C: -1.31 0.48 -3.61
H: -0.12 -1.02 0.54
H: 0.17 -1.10 -1.37

Record 6
ORCA calculation (ωB97M-V with the def2-TZVPD basis set) on the ion C8H14FI2N2O with charge +1 at a distorted geometry.

**Net charge**: +1
**LUMO energy**: -4.36 eV
**Energy above the lowest of the compared OMol25 structures with the same formula, charge and spin**: 191.6 kJ/mol
**Structure (SMILES)**: CCC(=O)N1CC[NH2+][C@@H](C(F)(I)I)C1

Positions of all 28 atoms, in Å:
I: 4.50 -1.34 0.58
I: 3.27 2.15 -0.04
F: 3.09 -0.22 -1.77
O: -2.44 -0.23 0.86
N: 1.30 -1.85 -0.32
N: -0.78 -0.14 -0.66
C: 1.53 -0.44 0.00
C: -0.07 -2.31 0.04
C: -2.48 2.54 1.40
C: -1.05 -1.59 -0.89
C: -1.64 0.48 0.34
C: -1.39 1.93 0.53
C: 2.94 -0.02 -0.46
C: 0.52 0.33 -0.98
H: -2.33 1.90 2.34
H: 0.53 1.34 -0.80
H: 2.06 -2.54 0.23
H: -1.23 2.49 -0.45
H: -0.38 -2.00 1.02
H: 1.50 -0.08 1.12
H: -3.53 2.48 1.14
H: -0.92 -1.79 -1.89
H: -0.49 2.28 1.12
H: -2.31 3.56 1.64
H: 0.78 0.04 -1.98
H: -2.09 -1.74 -0.61
H: 1.32 -1.94 -1.41
H: -0.22 -3.30 -0.10